i.
{"formula": "C21H24FN3OS", "method": "ωB97M-V/def2-TZVPD", "symbols": ["C", "C", "C", "C", "C", "C", "C", "N", "C", "S", "N", "C", "C", "C", "N", "C", "O", "C", "C", "C", "C", "F", "C", "C", "C", "C", "C", "H", "H", "H", "H", "H", "H", "H", "H", "H", "H", "H", "H", "H", "H", "H", "H", "H", "H", "H", "H", "H", "H", "H", "H"], "xyz": [[1.93, -1.60, 0.87], [1.30, -0.54, 1.48], [0.60, -0.36, 2.61], [0.14, 0.71, 3.22], [0.28, 1.79, 2.46], [-0.43, 3.05, 3.25], [0.75, 1.89, 1.35], [0.73, 3.20, 0.81], [1.12, 3.29, -0.68], [2.13, 4.19, -1.21], [0.09, 2.69, -1.48], [0.44, 2.37, -2.99], [0.34, 0.98, -3.26], [-1.00, 0.39, -2.66], [-0.59, -0.67, -1.74], [-1.22, -1.80, -1.75], [-1.61, -2.37, -2.76], [-1.11, -2.69, -0.55], [-0.28, -4.15, -0.61], [-0.44, -5.00, 0.42], [-0.84, -4.44, 1.44], [-0.58, -5.19, 2.66], [-1.20, -3.12, 1.92], [-1.43, -2.20, 0.60], [-1.83, 1.41, -1.95], [-0.96, 2.11, -1.06], [1.32, 0.68, 0.91], [3.20, -1.56, 1.13], [1.64, -2.36, 1.31], [1.94, -1.62, -0.19], [0.91, -1.41, 3.26], [-0.13, 0.61, 4.29], [-0.95, 2.92, 4.36], [-0.94, 3.70, 2.65], [0.43, 3.72, 3.39], [1.07, 3.87, 1.17], [1.50, 2.81, -3.15], [-0.03, 3.12, -3.45], [0.57, 0.74, -4.18], [1.23, 0.49, -2.82], [-1.60, 0.00, -3.45], [-0.27, -0.38, -0.91], [-0.30, -4.50, -1.84], [-0.12, -5.96, 0.36], [-1.47, -2.75, 2.83], [-1.78, -1.31, 0.72], [-2.16, 2.24, -2.85], [-2.92, 0.91, -1.79], [-1.30, 1.61, -0.09], [-1.72, 3.09, -0.72], [1.68, 0.78, -0.28]], "homo_ev": -8.30, "smiles": "Cc1ccc(C)c(NC(=S)N2CCC(NC(=O)c3ccc(F)cc3)CC2)c1", "multiplicity": 1, "orbital_gap_ev": 8.06}


ii.
{"formula": "C21H24FN3OS", "method": "ωB97M-V/def2-TZVPD", "symbols": ["C", "N", "C", "C", "C", "N", "C", "C", "C", "C", "O", "C", "C", "C", "C", "S", "C", "C", "C", "C", "C", "C", "C", "C", "C", "F", "N", "H", "H", "H", "H", "H", "H", "H", "H", "H", "H", "H", "H", "H", "H", "H", "H", "H", "H", "H", "H", "H", "H", "H", "H"], "xyz": [[4.77, -1.82, -1.70], [3.43, -1.38, -1.96], [2.96, -0.12, -1.95], [1.62, -0.17, -2.28], [0.66, 0.99, -2.28], [-0.03, 1.19, -1.01], [0.85, 1.49, 0.09], [0.04, 1.99, 1.29], [-0.98, 0.93, 1.71], [-1.88, 1.41, 2.86], [-2.72, 0.33, 3.21], [-1.06, 1.86, 4.04], [-0.43, 1.07, 4.96], [0.26, 1.82, 5.94], [0.15, 3.16, 5.75], [-0.81, 3.54, 4.37], [-1.84, 0.57, 0.49], [-0.95, 0.12, -0.66], [1.37, -1.55, -2.47], [0.12, -2.23, -2.81], [-0.28, -3.34, -2.07], [-1.46, -4.00, -2.36], [-2.26, -3.57, -3.41], [-1.87, -2.49, -4.17], [-0.69, -1.84, -3.87], [-0.31, -0.81, -4.66], [2.48, -2.25, -2.26], [5.08, -1.54, -0.69], [4.78, -2.91, -1.80], [5.46, -1.38, -2.41], [3.59, 0.72, -1.72], [-0.10, 0.86, -3.05], [1.21, 1.91, -2.49], [1.55, 2.27, -0.22], [1.44, 0.61, 0.40], [0.71, 2.22, 2.11], [-0.49, 2.90, 1.00], [-0.46, 0.04, 2.05], [-2.48, 2.26, 2.51], [-3.26, 0.59, 3.97], [-0.47, 0.00, 4.93], [0.82, 1.38, 6.74], [0.57, 3.95, 6.33], [-2.53, -0.22, 0.76], [-2.40, 1.45, 0.18], [-1.56, -0.11, -1.53], [-0.41, -0.80, -0.37], [0.35, -3.67, -1.26], [-1.76, -4.85, -1.77], [-3.19, -4.08, -3.63], [-2.46, -2.14, -5.01]], "homo_ev": -8.30, "smiles": "Cn1cc(CN2CCC([C@@H](O)c3cccs3)CC2)c(-c2ccccc2F)n1", "multiplicity": 1, "orbital_gap_ev": 9.02}


Which of them is most stable, and which least? Most stable: ii; least stable: i.


i.
{"formula": "C4H9N2O", "method": "ωB97M-V/def2-TZVPD", "symbols": ["C", "C", "C", "N", "C", "N", "O", "H", "H", "H", "H", "H", "H", "H", "H", "H"], "xyz": [[2.59, 0.85, -0.32], [1.56, 0.00, 0.47], [0.19, 0.26, 0.14], [-0.67, -0.69, 0.04], [-2.03, -0.85, -0.17], [-3.17, -0.09, -0.18], [-3.43, 1.06, 0.24], [2.38, 1.89, -0.39], [2.69, 0.42, -1.28], [3.51, 1.03, 0.19], [1.77, 0.23, 1.51], [1.60, -1.16, 0.56], [-0.23, 1.29, -0.13], [-0.37, -1.59, 0.13], [-2.45, -1.93, -0.24], [-3.93, -0.74, -0.55]], "homo_ev": [-13.62, -13.61], "smiles": "CC/C=[NH+]/C=[NH+]\\[O-]", "multiplicity": 1, "charge": 1, "orbital_gap_ev": [8.01, 8.01]}


ii.
{"formula": "C4H9N2O", "method": "ωB97M-V/def2-TZVPD", "symbols": ["C", "C", "C", "N", "C", "N", "O", "H", "H", "H", "H", "H", "H", "H", "H", "H"], "xyz": [[1.61, 1.01, -0.65], [0.73, 0.18, -0.09], [0.56, -1.31, -0.25], [-0.44, 0.68, 0.62], [-1.69, 0.63, -0.21], [-2.78, 0.04, 0.23], [-3.73, -0.26, -0.41], [2.41, 0.61, -1.21], [1.72, 2.07, -0.36], [1.41, -1.85, -0.33], [-0.04, -1.45, -1.22], [0.06, -1.71, 0.55], [-0.31, 1.64, 0.93], [-0.77, 0.25, 1.52], [-1.83, 1.08, -1.15], [-2.87, -0.30, 1.16]], "homo_ev": -14.01, "smiles": "C=C(C)[NH2+]/C=[NH+]/[O-]", "multiplicity": 1, "charge": 1, "orbital_gap_ev": 10.03}


Which of them is most stable, and which least? Most stable: i; least stable: ii.


i.
{"formula": "C4H9N2O", "method": "ωB97M-V/def2-TZVPD", "symbols": ["C", "C", "C", "C", "N", "N", "O", "H", "H", "H", "H", "H", "H", "H", "H", "H"], "xyz": [[-1.91, -0.75, -0.70], [-1.12, 0.23, 0.04], [1.68, 1.53, 0.20], [1.09, 0.32, -0.43], [1.28, -0.92, 0.01], [-1.30, -1.09, 0.59], [2.21, -1.45, 0.56], [-2.99, -0.66, -0.71], [-1.50, -1.25, -1.57], [-1.47, 1.12, 0.53], [2.66, 1.68, -0.27], [1.83, 1.38, 1.26], [1.08, 2.41, 0.02], [0.78, 0.39, -1.47], [-1.88, -1.28, 1.41], [-0.42, -1.66, 0.55]], "homo_ev": [-13.65, -13.38], "multiplicity": 1, "charge": 1, "orbital_gap_ev": [8.01, 7.96]}


ii.
{"formula": "C4H9N2O", "method": "ωB97M-V/def2-TZVPD", "symbols": ["C", "C", "C", "C", "N", "N", "O", "H", "H", "H", "H", "H", "H", "H", "H", "H"], "xyz": [[-1.73, -0.34, 0.68], [-1.03, 2.21, 0.25], [1.98, -0.44, 0.05], [-1.13, 0.91, 0.18], [-0.93, -0.30, -0.53], [3.20, -0.40, 0.40], [1.38, -1.61, -0.51], [-1.07, -0.57, 1.53], [-2.82, -0.38, 0.78], [-0.43, 2.80, -0.35], [-1.37, 2.67, 1.20], [1.26, 0.41, 0.03], [-1.48, -0.42, -1.36], [0.01, -0.75, -0.57], [3.63, -1.31, 0.25], [1.71, -2.50, -0.31]], "homo_ev": -14.71, "multiplicity": 1, "charge": 1, "orbital_gap_ev": 11.34}


iii.
{"formula": "C4H9N2O", "method": "ωB97M-V/def2-TZVPD", "symbols": ["C", "C", "C", "C", "N", "N", "O", "H", "H", "H", "H", "H", "H", "H", "H", "H"], "xyz": [[-0.32, -1.27, -0.10], [1.62, 0.18, -0.09], [2.93, 0.74, 0.04], [-2.36, 0.04, 0.66], [0.80, -0.69, 0.05], [-1.16, 1.13, -1.02], [-1.66, 0.00, -0.61], [-0.70, -1.50, 0.93], [-0.29, -2.13, -0.75], [3.36, 0.56, -0.94], [3.51, 0.07, 0.71], [3.02, 1.77, 0.27], [-3.04, 0.85, 0.55], [-1.75, -0.03, 1.50], [-3.05, -0.85, 0.77], [-0.92, 1.12, -1.98]], "homo_ev": [-12.90, -13.69], "multiplicity": 1, "charge": 1, "orbital_gap_ev": [8.33, 8.49]}


Which of them is most stable, and which least? Most stable: ii; least stable: iii.